# 1
Formula: C53H72N9O2SY
Source: OMol25
Level of theory: ωB97M-V/def2-TZVPD

Values from the calculation:
Molecular weight ... 988.19 g/mol
HOMO energy ... -7.0 eV
Frontier orbital gap ... 0.2514 hartree
Energy above the lowest of the compared OMol25 structures with the same formula, charge and spin ... 0.035 eV
Lowest unoccupied orbital energy ... -0.15 eV

```
! wB97M-V def2-TZVPD RIJCOSX def2/J DEFGRID3
* xyz 0 1
Y 0.85618 0.12268 -0.74048
C 3.72726 1.05758 -2.30171
N 3.29202 1.73863 -1.05200
C 3.60212 3.16849 -1.03668
C 3.96018 1.10648 0.10405
C 3.22977 1.42353 1.39753
N 2.06044 0.54670 1.58546
C 1.11039 1.20924 2.51990
C -0.35714 0.92115 2.36994
C -1.09388 0.36494 3.41126
C -2.47620 0.33201 3.36684
C -3.09189 0.94917 2.27466
C -2.40802 1.53170 1.22002
C -0.99450 1.43399 1.22825
O -0.24283 1.77663 0.18165
C -3.14900 2.29647 0.11964
C -2.61455 3.73622 0.06130
C -4.64972 2.38595 0.40928
C -2.98792 1.63350 -1.25480
C -3.33808 -0.32885 4.44133
C -4.37117 0.66660 4.98661
C -4.06676 -1.53112 3.82338
C -2.50222 -0.82991 5.61815
C 2.57884 -0.72052 2.16265
C 1.83978 -2.00647 1.93382
C 1.42719 -2.76188 3.01700
C 1.03428 -4.08535 2.86264
C 1.16215 -4.62491 1.58907
C 1.58151 -3.90937 0.46750
C 1.83741 -2.53201 0.62633
O 2.10755 -1.68573 -0.37636
C 1.77633 -4.62976 -0.87103
C 1.67028 -6.15126 -0.73908
C 3.17548 -4.32022 -1.42550
C 0.71090 -4.17619 -1.87077
C 0.57611 -4.90228 4.06934
C 0.06355 -6.28661 3.67015
C 1.75185 -5.08349 5.04010
C -0.55647 -4.16237 4.79060
H 4.75042 0.69106 -2.14208
H 3.04915 -0.86916 -1.88810
H 2.74880 2.07323 -3.92797
H 4.67383 3.35646 -1.19192
H 3.03543 3.70242 -1.79381
H 3.33086 3.59313 -0.07360
H 3.96293 0.02495 -0.04276
H 5.00957 1.43297 0.15696
H 3.91248 1.34254 2.25387
H 2.87986 2.45259 1.37501
H 1.41868 1.00250 3.55224
H 1.22029 2.28400 2.35940
H -0.55454 -0.03268 4.26332
H -4.17346 0.96913 2.25525
H -2.78371 4.24650 1.01342
H -1.54808 3.74906 -0.15677
H -3.14177 4.28823 -0.72101
H -4.84715 2.85277 1.37694
H -5.12670 2.99459 -0.36209
H -5.12479 1.40272 0.39475
H -1.94169 1.58147 -1.54458
H -3.38884 0.61873 -1.24747
H -3.52721 2.21589 -2.00895
H -5.03962 1.02922 4.20526
H -4.98524 0.18981 5.75460
H -3.87345 1.53051 5.43178
H -4.70544 -1.22275 2.99398
H -3.34530 -2.25394 3.43665
H -4.69149 -2.02682 4.57108
H -1.96774 -0.01212 6.10666
H -3.15421 -1.29540 6.36010
H -1.77696 -1.57748 5.29799
H 3.57113 -0.87577 1.73284
H 2.72820 -0.57560 3.24065
H 1.45165 -2.30649 4.00277
H 0.92867 -5.66989 1.45953
H 2.39124 -6.55100 -0.02249
H 0.66917 -6.46442 -0.43727
H 1.87699 -6.60343 -1.71114
H 3.94464 -4.66612 -0.73105
H 3.32565 -4.82902 -2.38161
H 3.30491 -3.25045 -1.57743
H -0.28956 -4.40291 -1.49603
H 0.77327 -3.10517 -2.02521
H 0.84884 -4.68775 -2.82844
H 0.85152 -6.89778 3.22603
H -0.29910 -6.81021 4.55696
H -0.76122 -6.21547 2.95845
H 2.57450 -5.60976 4.55222
H 2.12811 -4.11974 5.38715
H 1.44152 -5.66157 5.91426
H -1.39716 -3.98623 4.11600
H -0.91174 -4.74466 5.64451
H -0.21862 -3.19623 5.16585
C 0.78397 -2.23011 -4.90638
C 1.10196 -1.27573 -3.79232
N 0.23582 -1.01477 -2.87255
N -1.01291 -1.53360 -3.10429
C -1.75065 -1.70831 -2.03344
N -3.01701 -2.14592 -2.28364
S -1.35272 -1.46281 -0.37528
C 2.41249 -0.58424 -3.76713
C 3.08712 -0.49146 -4.92720
C 4.33220 0.20682 -5.19376
C 4.65717 1.34268 -4.58427
C 3.76666 1.94871 -3.54432
N 2.80986 -0.07903 -2.49393
H 0.11652 -2.99630 -4.52100
H 1.68304 -2.69372 -5.30389
H 0.24753 -1.72825 -5.71642
H -3.20503 -2.48757 -3.21157
H -3.53888 -2.52739 -1.51571
H 2.63478 -0.96838 -5.78557
H 4.97123 -0.19658 -5.97093
H 5.58798 1.84309 -4.82315
H 4.15116 2.93053 -3.29178
C -0.56941 2.93317 -4.51549
C -0.14840 1.85579 -3.75738
N 0.40111 1.98783 -2.54353
C 0.49343 3.22827 -2.05993
C 0.06432 4.37114 -2.72443
C -0.46537 4.21170 -3.99976
C 0.21509 5.66245 -2.02572
C -0.70543 6.57820 -1.71880
C -2.15691 6.52592 -1.94638
C -3.00294 7.15614 -1.03632
C -4.36305 7.00913 -1.22668
N -4.87037 6.30952 -2.23890
C -3.98179 5.76838 -3.06275
N -2.65965 5.84343 -2.97782
H -0.99440 2.75972 -5.49443
H -0.26476 0.85048 -4.13460
H 0.87858 3.30759 -1.05205
H -0.80214 5.07037 -4.55925
H 1.21233 5.84619 -1.63317
H -0.37715 7.41722 -1.11524
H -2.61123 7.71503 -0.19784
H -5.07470 7.45918 -0.54372
H -4.37818 5.20760 -3.90208
*
```



# 2
Formula: C4H6S3
Source: OMol25
Level of theory: ωB97M-V/def2-TZVPD

Values from the calculation:
Molecular weight ... 150.29 g/mol
HOMO energy ... -8.6 eV
Frontier orbital gap ... 0.3041 hartree
Energy above the lowest of the compared OMol25 structures with the same formula, charge and spin ... 0.052 eV
Lowest unoccupied orbital energy ... -0.35 eV
SMILES ... C[C@@H]1SCSC1=S

```
! wB97M-V def2-TZVPD RIJCOSX def2/J DEFGRID3
* xyz 0 1
C -0.74695 1.75269 -0.21165
C -0.09241 0.44977 0.30553
C 1.60354 -1.56219 0.01131
C -0.94595 -0.80641 -0.04887
H -0.86548 1.69160 -1.28136
H -0.20007 2.62358 0.04903
H -1.78361 1.86850 0.07223
H -0.09608 0.48397 1.39640
H 2.37705 -2.18254 -0.63823
H 1.83813 -1.71765 1.09916
S 1.64631 0.30707 -0.32988
S -0.10242 -2.21116 -0.22786
S -2.63205 -0.69724 -0.19581
*
```